{
  "formula": "C7H10NO",
  "method": "ωB97M-V with the def2-TZVPD basis set",
  "energy_ev": -10949.3862,
  "smiles": "C=C/C(O)=C/C=C\\C=[NH2+]",
  "charge": 1,
  "homo_energy_ev": -12.446,
  "molar_mass_da": 124.163,
  "e_above_lowest_kj_mol": 201.63,
  "gap_ev": 7.12,
  "species": ["O", "N", "C", "C", "C", "C", "C", "C", "C", "H", "H", "H", "H", "H", "H", "H", "H", "H", "H"],
  "coordinates": [[0.622, 1.591, 0.150], [2.294, -0.633, -1.930], [-3.040, 1.481, 0.780], [-1.779, 1.802, 0.607], [0.078, -1.544, 0.486], [-0.727, -0.384, 0.513], [2.372, -1.381, -0.835], [1.428, -1.822, 0.111], [-0.555, 0.980, 0.418], [3.105, -0.454, -2.565], [0.481, 2.520, 0.184], [1.793, -2.655, 0.659], [-1.830, -0.434, 0.642], [-3.810, 2.146, 0.910], [3.330, -1.781, -0.435], [-3.235, 0.357, 0.747], [-1.560, 2.842, 0.674], [-0.359, -2.388, 1.002], [1.392, -0.241, -2.118]],
  "forces_ev_per_angstrom": [[-1.136, -2.023, 0.355], [0.829, -0.580, 0.716], [1.375, -4.500, -0.547], [1.579, 1.402, 0.127], [1.598, 0.551, -0.330], [-1.102, 0.676, -0.647], [0.757, 0.025, 1.315], [-2.206, 1.084, -0.362], [0.228, -0.770, -0.590], [-1.206, -0.252, 1.034], [0.034, 1.584, 0.039], [0.406, -0.689, 0.295], [1.316, -1.453, 0.341], [-1.583, 1.451, 0.300], [-0.146, 0.477, -1.552], [-0.635, 1.845, 0.178], [0.267, 0.943, -0.118], [-0.225, -0.076, 0.005], [-0.152, 0.304, -0.559]],
  "nbo_charge": [-0.61, -0.69, -0.23, -0.31, 0.03, -0.38, 0.20, -0.39, 0.45, 0.45, 0.50, 0.24, 0.23, 0.23, 0.24, 0.19, 0.21, 0.23, 0.42]
}